1.
Below is a structure of composition C21H35FMoP2, with properties calculated with the ωB97M-V functional and the def2-TZVPD basis.

```
60
Properties=species:S:1:pos:R:3:lowdin_charge:R:1
P -2.204 -0.637 -2.018 0.9784
P 1.587 -1.845 -1.267 0.9561
C -0.914 -1.642 -3.025 -0.2567
C 0.134 -2.546 -2.306 -0.2607
H -0.431 -0.992 -3.777 0.1014
H -1.556 -2.316 -3.622 0.1136
H -0.352 -3.326 -1.707 0.0934
H 0.671 -3.103 -3.087 0.1107
C 2.604 -1.089 -2.572 -0.1348
H 3.398 -0.472 -2.121 0.0914
H 2.050 -0.559 -3.366 0.0755
H 3.096 -1.941 -3.048 0.0703
C 2.499 -3.218 -0.611 -0.1452
H 3.031 -3.634 -1.466 0.0724
H 1.802 -3.954 -0.199 0.0854
H 3.209 -2.801 0.113 0.0811
C -3.324 0.002 -3.259 -0.1662
H -4.088 0.578 -2.713 0.0834
H -3.789 -0.896 -3.687 0.0681
H -2.800 0.561 -4.049 0.0812
C -3.178 -1.973 -1.296 -0.1593
H -2.614 -2.817 -0.866 0.0781
H -3.756 -2.348 -2.143 0.0685
H -3.889 -1.508 -0.602 0.0821
Mo -0.508 1.229 1.515 1.3272
C 1.584 -0.792 0.160 -0.4008
C 1.424 0.591 -0.330 -0.1697
C 0.405 0.809 -1.365 -0.2859
C -0.813 1.604 -0.887 -0.2160
C -2.046 0.632 -0.646 -0.3599
C -1.888 -0.243 0.614 -0.3883
C -0.844 -1.331 0.556 -0.2777
C 0.472 -0.981 1.259 -0.1907
C -2.102 1.812 2.602 -0.2355
H 2.559 -0.976 0.648 0.1389
H 2.219 1.332 -0.284 0.1257
H 0.037 -0.181 -1.680 0.0096
H 0.774 1.191 -2.344 0.1368
H -0.468 2.357 -0.071 0.0985
H -1.106 2.248 -1.726 0.1341
H -2.926 1.308 -0.519 0.1465
H -2.883 -0.603 0.936 0.0950
H -0.662 -1.669 -0.479 0.0140
H -1.191 -2.323 0.940 0.1405
H 0.348 -0.181 2.091 0.0378
H 0.671 -1.808 1.942 0.1372
H -1.830 1.572 3.644 0.0429
H -3.028 1.342 2.244 0.0086
H -2.020 2.902 2.399 0.0449
F 3.429 4.263 5.421 0.0596
C 2.671 3.552 4.519 -0.2289
C 2.324 2.237 4.819 -0.0013
C 1.535 1.521 3.902 -0.1241
C 1.073 2.141 2.721 -0.2984
C 1.525 3.440 2.391 -0.1247
C 2.321 4.158 3.305 0.0040
H 2.640 1.777 5.750 0.1255
H 1.238 0.478 4.120 0.0942
H 1.230 3.896 1.440 0.0866
H 2.646 5.174 3.085 0.1257
```

For the largest force on an atom, the calculation gives 0.07599 hartree/bohr. Its HOMO-LUMO gap (spin up / spin down) is 6.72 / 5.69 eV. Its LUMO energy (spin up / spin down) is -6.114 / -7.075 eV. As for the total energy: -1671.0316 a.u. As for the charge: +2. The spin multiplicity is 3. As for the relative energy (zero: lowest compared OMol25 entry of this formula, charge and spin): 13.7 kcal/mol.

=====

2.
Below is a structure of composition C21H35FP2Pt, with properties calculated with the ωB97M-V functional and the def2-TZVPD basis.

```
60
Properties=species:S:1:pos:R:3:lowdin_charge:R:1
P -0.624 -0.320 1.982 0.6765
P 1.479 -0.289 -0.467 0.6750
C -1.178 0.310 0.346 -0.3759
C -0.316 -0.150 -0.838 -0.3753
H -1.204 1.408 0.404 0.0950
H -2.210 -0.018 0.199 0.0384
H -0.639 -1.134 -1.207 0.0972
H -0.433 0.538 -1.679 0.0329
C 2.259 1.317 -0.819 -0.2296
H 3.345 1.204 -0.700 0.0578
H 1.912 2.061 -0.091 0.0526
H 2.038 1.663 -1.838 0.0508
C 2.246 -1.566 -1.484 -0.2310
H 2.061 -1.407 -2.554 0.0593
H 1.857 -2.548 -1.191 0.0581
H 3.328 -1.566 -1.304 0.0603
C -1.076 0.867 3.277 -0.2194
H -0.776 0.440 4.237 0.0516
H -2.153 1.074 3.281 0.0630
H -0.521 1.799 3.121 0.0619
C -1.483 -1.896 2.267 -0.2198
H -1.083 -2.654 1.579 0.0568
H -2.566 -1.784 2.114 0.0568
H -1.285 -2.223 3.298 0.0600
Pt 1.570 -0.662 1.740 0.8178
C -2.312 0.409 -3.357 0.0203
C -1.803 1.629 -3.137 0.0033
C -2.639 2.865 -2.988 -0.1244
C -3.968 2.683 -2.211 -0.1558
C -3.871 1.813 -0.987 -0.0417
C -4.108 0.490 -0.963 -0.0687
C -4.474 -0.319 -2.170 -0.1353
C -3.777 0.095 -3.491 -0.1379
C 1.674 -1.058 3.797 -0.2324
H -1.653 -0.442 -3.579 0.1449
H -0.728 1.810 -3.227 0.1335
H -2.886 3.278 -3.981 0.1554
H -2.048 3.634 -2.469 0.1369
H -4.250 3.683 -1.858 0.1315
H -4.771 2.368 -2.892 0.1216
H -3.706 2.368 -0.056 0.1323
H -4.208 -0.031 -0.008 0.1219
H -5.564 -0.278 -2.337 0.1465
H -4.229 -1.375 -1.975 0.1320
H -3.847 -0.774 -4.155 0.1328
H -4.338 0.899 -3.985 0.1272
H 2.383 -1.893 3.927 0.0287
H 0.713 -1.292 4.283 -0.0120
H 2.120 -0.157 4.253 0.0320
F 7.695 -1.833 1.970 0.1223
C 6.351 -1.565 1.871 -0.1943
C 5.487 -2.603 1.539 -0.0216
C 4.115 -2.323 1.474 -0.1552
C 3.652 -1.043 1.723 -0.2977
C 4.529 -0.015 2.034 -0.1407
C 5.908 -0.273 2.115 -0.0207
H 5.863 -3.595 1.337 0.1227
H 3.401 -3.115 1.241 0.1005
H 4.135 0.979 2.230 0.0976
H 6.605 0.517 2.360 0.1235
```

For the largest force on an atom, the calculation gives 0.05861 hartree/bohr. Its HOMO-LUMO gap (spin up / spin down) is 3.01 / 2.67 eV. Its LUMO energy (spin up / spin down) is -6.008 / -10.832 eV. As for the total energy: -1722.1967 a.u. As for the charge: +2. The spin multiplicity is 5. As for the relative energy (zero: lowest compared OMol25 entry of this formula, charge and spin): 0.0 kcal/mol.

=====

3.
Below is a structure of composition C21H35FeIN10OS, with properties calculated with the ωB97M-V functional and the def2-TZVPD basis.

```
70
Properties=species:S:1:pos:R:3:lowdin_charge:R:1
Fe -0.307 -0.063 -0.421 0.8216
C 2.189 1.226 -2.171 -0.1716
N 3.446 1.908 -2.353 -0.0800
C 4.415 1.468 -1.363 -0.1289
N 3.887 1.777 -0.040 -0.0740
C 2.630 1.101 0.177 -0.1847
N 1.613 1.505 -0.828 -0.0783
C 1.471 2.982 -0.730 -0.1572
N 2.741 3.638 -0.935 -0.0736
C 3.268 3.348 -2.262 -0.1267
C 3.705 3.219 0.070 -0.1286
H 2.336 0.150 -2.275 0.1185
H 1.481 1.563 -2.932 0.1365
H 5.364 1.986 -1.514 0.1479
H 4.582 0.393 -1.456 0.1401
H 2.257 1.354 1.176 0.1266
H 2.782 0.019 0.108 0.1266
H 1.088 3.241 0.261 0.1379
H 0.761 3.326 -1.488 0.1289
H 4.225 3.853 -2.404 0.1483
H 2.569 3.692 -3.027 0.1410
H 3.338 3.473 1.066 0.1400
H 4.658 3.725 -0.094 0.1482
C 0.183 -2.491 -4.685 0.0291
N -0.974 -2.264 -3.847 -0.0261
C -2.195 -2.748 -4.168 0.0223
C -3.265 -2.546 -3.356 0.0464
C -3.066 -1.811 -2.153 -0.3379
N -1.852 -1.328 -1.862 0.1388
C -0.818 -1.546 -2.695 -0.4857
O 0.296 -1.073 -2.364 -0.0426
N -4.056 -1.599 -1.295 0.2137
H -0.058 -3.210 -5.464 0.1123
H 0.998 -2.874 -4.074 0.1108
H 0.506 -1.556 -5.142 0.1160
H -2.273 -3.302 -5.092 0.1575
H -4.236 -2.938 -3.607 0.1326
H -4.976 -1.972 -1.462 0.1404
H -3.874 -1.103 -0.439 0.1174
I -4.310 3.123 2.922 0.9702
C -3.419 2.858 1.025 -0.6652
C -3.696 3.698 -0.049 -0.0681
C -3.063 3.451 -1.258 -0.0041
C -2.169 2.395 -1.349 -0.1238
N -1.890 1.600 -0.315 -0.0293
C -2.513 1.821 0.839 -0.2241
H -4.386 4.522 0.053 0.1238
H -3.259 4.071 -2.117 0.1307
H -1.666 2.159 -2.278 0.1183
H -2.287 1.143 1.651 0.0439
C 1.358 -3.282 4.392 -0.0014
N 0.710 -2.841 3.170 -0.1800
C 1.258 -3.429 1.969 -0.0505
C -0.170 -1.851 3.127 -0.5607
S -0.268 -0.901 1.640 0.7963
N -0.968 -1.529 4.137 -0.1731
C -1.620 -0.242 4.233 -0.0584
C -1.391 -2.470 5.158 -0.0013
H 2.429 -3.354 4.200 0.1171
H 1.008 -4.268 4.702 0.1170
H 1.204 -2.570 5.197 0.1029
H 1.411 -4.495 2.139 0.1172
H 2.223 -2.983 1.718 0.1104
H 0.576 -3.308 1.129 0.0644
H -1.063 0.516 3.687 0.0646
H -1.663 0.053 5.281 0.1187
H -2.645 -0.290 3.857 0.1029
H -1.187 -3.494 4.865 0.1028
H -2.469 -2.363 5.296 0.1169
H -0.915 -2.262 6.118 0.1185
```

For the largest force on an atom, the calculation gives 0.03678 hartree/bohr. Its HOMO-LUMO gap (spin up / spin down) is 8.07 / 4.11 eV. Its LUMO energy (spin up / spin down) is -7.981 / -11.848 eV. As for the total energy: -3402.6768 a.u. As for the charge: +3. The spin multiplicity is 6. As for the relative energy (zero: lowest compared OMol25 entry of this formula, charge and spin): 32.3 kcal/mol.

=====

4.
Below is a structure of composition C21H35HgO17S2, with properties calculated with the ωB97M-V functional and the def2-TZVPD basis.

```
76
Properties=species:S:1:pos:R:3:lowdin_charge:R:1
Hg 4.904 1.508 -3.090 0.7374
C 1.380 -0.196 -0.598 -0.0884
O 2.297 0.725 -1.167 -0.0755
H 0.619 -0.550 -1.292 0.1016
H 1.896 -1.137 -0.410 0.1383
H 0.872 0.102 0.320 0.1090
C 0.596 -4.524 -3.328 -0.1856
C -0.634 -3.776 -3.845 -0.2025
O -1.001 -4.364 -5.061 -0.1839
S 0.263 -5.210 -5.710 0.7261
O 1.057 -4.325 -6.576 -0.2607
O -0.233 -6.445 -6.297 -0.2227
O 0.986 -5.465 -4.283 -0.1823
H 0.302 -5.209 -2.533 0.1396
H 1.388 -3.830 -3.045 0.1242
H -0.490 -2.702 -3.963 0.1176
H -1.509 -3.869 -3.202 0.1313
C -4.052 2.955 0.892 -0.1748
C -3.190 1.681 0.476 -0.1952
O -3.216 0.781 1.534 -0.2193
S -3.725 1.496 2.947 0.8017
O -2.694 2.331 3.632 -0.2711
O -4.581 0.634 3.786 -0.2337
O -4.734 2.449 1.979 -0.2193
H -4.890 3.147 0.222 0.1432
H -3.485 3.814 1.249 0.1271
H -2.175 2.036 0.299 0.1079
H -3.585 1.259 -0.448 0.1296
O -3.769 5.334 -3.082 0.1123
C -2.596 5.056 -3.248 -0.4698
O -1.659 5.146 -2.311 0.0432
C -0.432 4.579 -2.652 -0.2060
C -0.432 4.391 -4.126 -0.1550
C -1.918 4.547 -4.526 -0.0454
H -0.395 3.679 -2.039 0.1152
H 0.487 5.136 -2.470 0.1296
H 0.048 3.438 -4.349 0.1092
H 0.234 5.118 -4.591 0.1156
H -2.452 3.631 -4.780 0.1248
H -2.122 5.242 -5.341 0.1290
O -2.091 -7.024 0.959 0.1425
C -2.213 -5.930 1.422 -0.4404
O -2.684 -4.896 0.630 -0.0030
C -2.567 -3.648 1.331 -0.1818
C -1.601 -3.894 2.454 -0.1662
C -1.862 -5.371 2.823 -0.0479
H -3.604 -3.473 1.618 0.1332
H -2.165 -2.846 0.711 0.1129
H -1.810 -3.212 3.278 0.1163
H -0.581 -3.710 2.118 0.1095
H -2.697 -5.459 3.518 0.1274
H -1.052 -5.911 3.312 0.1238
O 0.590 7.325 0.784 0.1501
C 0.988 6.599 1.654 -0.4987
O 2.215 6.056 1.586 0.0092
C 2.259 4.762 2.241 -0.1342
C 0.915 4.691 2.945 -0.1501
C 0.384 6.141 2.950 -0.0558
H 3.057 4.798 2.982 0.1284
H 2.341 3.973 1.494 0.1143
H 1.035 4.346 3.972 0.1158
H 0.190 4.016 2.490 0.1082
H 0.717 6.772 3.775 0.1355
H -0.699 6.263 2.919 0.1278
O 3.562 -5.146 0.638 0.1011
C 3.961 -4.311 1.444 -0.4992
O 3.326 -4.167 2.628 0.0314
C 3.836 -3.060 3.364 -0.1514
C 5.089 -2.553 2.584 -0.1242
C 4.991 -3.321 1.245 -0.0799
H 4.118 -3.339 4.379 0.1248
H 3.051 -2.308 3.448 0.1149
H 5.991 -2.778 3.154 0.1132
H 4.950 -1.472 2.564 0.1034
H 5.927 -3.878 1.200 0.1409
H 4.773 -2.644 0.419 0.1260
```

For the largest force on an atom, the calculation gives 0.08701 hartree/bohr. Its HOMO-LUMO gap is 1.58 eV. Its LUMO energy is -10.511 eV. As for the total energy: -3049.4297 a.u. As for the charge: +1. The spin multiplicity is 1. As for the relative energy (zero: lowest compared OMol25 entry of this formula, charge and spin): 91.4 kcal/mol.

=====

Q: Which value of charge does entry 1 give?
A: +2

=====

Q: Look up the relative energy (zero: lowest compared OMol25 entry of this formula, charge and spin) of the first one.
A: 13.7 kcal/mol

=====

What did the second record say?
Below is a structure of composition C21H35FP2Pt, with properties calculated with the ωB97M-V functional and the def2-TZVPD basis.

```
60
Properties=species:S:1:pos:R:3:lowdin_charge:R:1
P -0.624 -0.320 1.982 0.6765
P 1.479 -0.289 -0.467 0.6750
C -1.178 0.310 0.346 -0.3759
C -0.316 -0.150 -0.838 -0.3753
H -1.204 1.408 0.404 0.0950
H -2.210 -0.018 0.199 0.0384
H -0.639 -1.134 -1.207 0.0972
H -0.433 0.538 -1.679 0.0329
C 2.259 1.317 -0.819 -0.2296
H 3.345 1.204 -0.700 0.0578
H 1.912 2.061 -0.091 0.0526
H 2.038 1.663 -1.838 0.0508
C 2.246 -1.566 -1.484 -0.2310
H 2.061 -1.407 -2.554 0.0593
H 1.857 -2.548 -1.191 0.0581
H 3.328 -1.566 -1.304 0.0603
C -1.076 0.867 3.277 -0.2194
H -0.776 0.440 4.237 0.0516
H -2.153 1.074 3.281 0.0630
H -0.521 1.799 3.121 0.0619
C -1.483 -1.896 2.267 -0.2198
H -1.083 -2.654 1.579 0.0568
H -2.566 -1.784 2.114 0.0568
H -1.285 -2.223 3.298 0.0600
Pt 1.570 -0.662 1.740 0.8178
C -2.312 0.409 -3.357 0.0203
C -1.803 1.629 -3.137 0.0033
C -2.639 2.865 -2.988 -0.1244
C -3.968 2.683 -2.211 -0.1558
C -3.871 1.813 -0.987 -0.0417
C -4.108 0.490 -0.963 -0.0687
C -4.474 -0.319 -2.170 -0.1353
C -3.777 0.095 -3.491 -0.1379
C 1.674 -1.058 3.797 -0.2324
H -1.653 -0.442 -3.579 0.1449
H -0.728 1.810 -3.227 0.1335
H -2.886 3.278 -3.981 0.1554
H -2.048 3.634 -2.469 0.1369
H -4.250 3.683 -1.858 0.1315
H -4.771 2.368 -2.892 0.1216
H -3.706 2.368 -0.056 0.1323
H -4.208 -0.031 -0.008 0.1219
H -5.564 -0.278 -2.337 0.1465
H -4.229 -1.375 -1.975 0.1320
H -3.847 -0.774 -4.155 0.1328
H -4.338 0.899 -3.985 0.1272
H 2.383 -1.893 3.927 0.0287
H 0.713 -1.292 4.283 -0.0120
H 2.120 -0.157 4.253 0.0320
F 7.695 -1.833 1.970 0.1223
C 6.351 -1.565 1.871 -0.1943
C 5.487 -2.603 1.539 -0.0216
C 4.115 -2.323 1.474 -0.1552
C 3.652 -1.043 1.723 -0.2977
C 4.529 -0.015 2.034 -0.1407
C 5.908 -0.273 2.115 -0.0207
H 5.863 -3.595 1.337 0.1227
H 3.401 -3.115 1.241 0.1005
H 4.135 0.979 2.230 0.0976
H 6.605 0.517 2.360 0.1235
```

For the largest force on an atom, the calculation gives 0.05861 hartree/bohr. Its HOMO-LUMO gap (spin up / spin down) is 3.01 / 2.67 eV. Its LUMO energy (spin up / spin down) is -6.008 / -10.832 eV. As for the total energy: -1722.1967 a.u. As for the charge: +2. The spin multiplicity is 5. As for the relative energy (zero: lowest compared OMol25 entry of this formula, charge and spin): 0.0 kcal/mol.